No. 1
{"formula": "C34H35AsBiN7O3S2", "method": "ωB97M-V/def2-TZVPD", "e_homo_ev": -12.915, "lumo_energy_ev": -6.1302, "charge": 2, "species": ["Bi", "As", "S", "S", "O", "O", "O", "N", "N", "N", "N", "N", "N", "N", "C", "C", "C", "C", "C", "C", "C", "C", "C", "C", "C", "C", "C", "C", "C", "C", "C", "C", "C", "C", "C", "C", "C", "C", "C", "C", "C", "C", "C", "C", "C", "C", "C", "C", "H", "H", "H", "H", "H", "H", "H", "H", "H", "H", "H", "H", "H", "H", "H", "H", "H", "H", "H", "H", "H", "H", "H", "H", "H", "H", "H", "H", "H", "H", "H", "H", "H", "H", "H"], "positions_angstrom": [[-1.391, 0.604, -0.589], [1.241, 0.729, 0.765], [-2.493, -1.179, 4.875], [1.300, -3.207, -6.360], [-5.037, 0.525, 1.611], [-1.848, 1.979, 1.394], [-3.404, 0.267, 0.112], [0.008, 4.240, -3.746], [-2.280, 4.775, -3.568], [-0.095, 2.306, -2.683], [-1.325, 2.796, -2.760], [-1.210, 3.925, -3.391], [-1.229, -1.401, 0.653], [-0.664, -1.284, -1.995], [0.313, -2.101, -5.486], [-1.745, -2.556, 4.154], [-0.013, -3.592, -2.025], [-1.545, -1.441, 1.935], [-1.556, -3.540, 5.085], [5.221, 2.916, 2.428], [1.098, -2.338, -7.809], [-0.773, -2.516, 0.041], [2.157, -0.972, 0.857], [-0.602, -3.713, 0.743], [0.162, -4.814, -1.282], [1.204, 1.266, 2.625], [4.863, 1.091, 0.371], [3.839, 1.981, 0.685], [6.054, 1.110, 1.083], [2.541, 1.943, -0.064], [-0.158, -1.116, -6.314], [-1.400, -2.587, 2.734], [4.031, 2.898, 1.716], [-0.405, -1.190, -3.287], [-0.478, -2.459, -1.358], [-3.740, 3.326, 0.754], [6.233, 2.018, 2.116], [-0.120, -4.870, 0.034], [0.054, -2.276, -4.059], [0.289, -1.254, -7.649], [-0.919, -3.724, 2.105], [-3.300, 2.157, 1.620], [0.696, 3.201, -3.284], [-2.522, -1.918, 6.411], [0.247, -3.474, -3.397], [-4.001, 0.880, 1.122], [-3.540, 2.391, 3.093], [-2.002, -3.175, 6.379], [-0.831, -0.330, -5.997], [6.847, 0.422, 0.822], [-1.392, 1.967, 2.245], [0.865, 2.299, 2.706], [0.517, -5.691, -1.807], [2.249, -1.399, -0.141], [3.146, -0.829, 1.289], [1.581, -2.679, -8.711], [7.163, 2.037, 2.667], [1.581, -1.648, 1.489], [4.739, 0.393, -0.450], [0.023, -0.585, -8.452], [5.364, 3.640, 3.219], [-3.047, 4.263, -3.990], [-1.940, -3.816, 7.245], [-1.945, -0.528, 2.361], [2.061, 2.921, -0.106], [-4.823, 3.431, 0.811], [-3.274, 4.249, 1.096], [-4.609, 2.484, 3.268], [-0.543, -0.215, -3.737], [0.589, -4.347, -3.941], [-1.969, 5.531, -4.169], [2.668, 1.581, -1.086], [2.209, 1.202, 3.041], [-0.797, -4.644, 2.663], [-1.106, -4.498, 4.869], [0.539, 0.606, 3.184], [1.762, 3.105, -3.393], [-2.939, -1.390, 7.254], [-3.189, 1.547, 3.691], [3.254, 3.617, 1.950], [0.007, -5.794, 0.583], [-3.468, 3.162, -0.291], [-3.050, 3.309, 3.420]]}

---

No. 2
{"formula": "C31H31I2N7O3RhSe", "method": "ωB97M-V/def2-TZVPD", "e_homo_ev": -9.785, "lumo_energy_ev": -3.6335, "charge": 1, "species": ["I", "I", "Rh", "Se", "O", "O", "O", "N", "N", "N", "N", "N", "N", "N", "C", "C", "C", "C", "C", "C", "C", "C", "C", "C", "C", "C", "C", "C", "C", "C", "C", "C", "C", "C", "C", "C", "C", "C", "C", "C", "C", "C", "C", "C", "C", "H", "H", "H", "H", "H", "H", "H", "H", "H", "H", "H", "H", "H", "H", "H", "H", "H", "H", "H", "H", "H", "H", "H", "H", "H", "H", "H", "H", "H", "H", "H"], "positions_angstrom": [[-2.327, -0.411, -3.620], [-4.553, 4.739, -1.539], [0.495, 0.160, 0.791], [2.053, 0.528, 2.607], [-0.550, 0.000, -0.981], [1.543, -1.909, 0.860], [1.918, -1.486, -1.284], [-0.834, -0.723, 2.004], [-5.559, -3.033, 3.853], [-3.640, -3.727, 3.186], [-4.318, -3.021, 4.128], [2.895, -3.828, -1.829], [-1.603, -2.482, 3.024], [-0.521, 1.881, 0.857], [-1.380, 3.842, 1.873], [-5.527, -5.284, 0.418], [-4.508, -4.214, 2.249], [-2.325, 3.097, -0.215], [-1.407, 0.974, -1.137], [-1.258, -1.970, 1.830], [-1.425, 2.014, -0.165], [-3.191, 2.172, -2.270], [-0.896, -0.445, 3.361], [-2.211, -3.782, 3.256], [-4.366, -4.996, 1.099], [5.716, 2.432, 2.326], [6.880, 3.979, 0.708], [4.703, 0.946, 4.062], [-3.211, 3.160, -1.321], [2.805, -3.519, -0.409], [5.727, 3.102, 1.111], [3.547, 2.149, 0.632], [-1.415, -2.670, 0.529], [4.636, 2.933, 0.270], [-6.788, -4.826, 0.856], [4.647, 1.639, 2.730], [-2.279, 4.014, 0.857], [-5.748, -3.761, 2.694], [-2.303, 1.084, -2.182], [-6.918, -4.065, 1.993], [2.427, 2.040, -0.360], [-0.500, 2.754, 1.844], [3.540, 1.520, 1.880], [2.010, -2.244, -0.221], [-1.387, -1.526, 3.999], [-1.619, -1.709, 5.033], [3.734, -4.343, -2.055], [2.389, -4.302, 0.228], [1.759, 2.901, -0.323], [4.633, 3.422, -0.699], [2.796, 1.941, -1.380], [-1.099, -2.008, -0.275], [7.670, 3.964, 1.457], [-0.813, -3.581, 0.499], [3.803, -3.293, -0.027], [5.695, 1.039, 4.499], [2.104, -4.375, -2.146], [4.464, -0.115, 3.967], [6.553, 5.013, 0.583], [6.570, 2.525, 2.988], [-2.971, 4.846, 0.870], [-3.875, 2.218, -3.106], [-1.854, -4.484, 2.506], [-7.879, -3.712, 2.343], [0.246, 2.600, 2.613], [7.304, 3.657, -0.244], [-3.408, -5.369, 0.762], [-7.665, -5.088, 0.282], [-0.616, 0.513, 3.761], [-5.475, -5.887, -0.479], [-2.460, -2.939, 0.364], [1.812, 1.144, -0.186], [-1.903, -4.122, 4.242], [-1.339, 4.528, 2.707], [3.982, 1.375, 4.762], [2.337, -1.990, -2.023]]}